[1]
DFT (ωB97M-V with the def2-TZVPD basis set) results for C39H51HfN6OP2STe as an isolated structure at a distorted geometry.

CARTESIAN COORDINATES (ANGSTROEM)
Hf (1.277, -0.818, -0.208)
C (0.837, -3.655, 3.147)
C (1.029, -2.951, 1.840)
N (0.808, -1.626, 1.696)
N (0.562, -0.862, 2.831)
C (0.814, 0.400, 2.702)
N (0.508, 1.213, 3.753)
S (1.516, 1.248, 1.306)
C (1.540, -3.633, 0.706)
C (1.720, -5.042, 0.663)
C (2.256, -5.632, -0.441)
C (2.633, -4.842, -1.556)
C (2.435, -3.495, -1.490)
N (1.911, -2.886, -0.400)
H (0.584, -2.939, 3.923)
H (1.739, -4.192, 3.445)
H (0.030, -4.389, 3.085)
H (0.295, 0.762, 4.629)
H (0.903, 2.135, 3.789)
H (1.426, -5.637, 1.516)
H (2.390, -6.705, -0.468)
H (3.063, -5.286, -2.441)
H (2.689, -2.847, -2.322)
C (3.802, -0.832, 3.180)
P (3.807, -1.195, 1.400)
C (4.621, -2.826, 1.315)
C (5.149, -0.105, 0.786)
C (5.233, -0.205, -0.736)
P (3.620, 0.230, -1.472)
C (3.838, -0.091, -3.246)
C (3.625, 2.050, -1.351)
H (4.801, -0.971, 3.597)
H (3.103, -1.487, 3.699)
H (3.486, 0.198, 3.341)
H (5.598, -2.794, 1.801)
H (4.747, -3.144, 0.280)
H (4.010, -3.578, 1.814)
H (6.097, -0.379, 1.253)
H (4.923, 0.918, 1.097)
H (5.484, -1.223, -1.045)
H (6.000, 0.453, -1.151)
H (4.658, 0.511, -3.639)
H (2.922, 0.134, -3.790)
H (4.077, -1.143, -3.406)
H (4.472, 2.461, -1.903)
H (3.699, 2.346, -0.305)
H (2.704, 2.476, -1.752)
C (-2.686, -3.701, -1.497)
C (-1.557, -2.857, -1.143)
N (-0.669, -2.194, -0.865)
H (-2.380, -4.402, -2.271)
H (-3.503, -3.080, -1.863)
H (-3.014, -4.250, -0.615)
C (-7.326, -0.863, 1.027)
C (-6.035, -0.193, 0.662)
C (-6.004, 0.866, -0.238)
C (-4.818, 1.507, -0.577)
C (-4.869, 2.657, -1.548)
C (-3.632, 1.045, 0.013)
Te (-1.923, 2.095, -0.552)
N (-0.658, 0.563, -0.888)
C (-0.145, 0.516, -2.108)
O (0.832, -0.306, -2.260)
C (-0.565, 1.310, -3.286)
C (0.359, 2.087, -3.976)
C (-0.049, 2.823, -5.077)
C (-1.365, 2.751, -5.517)
C (-2.277, 1.938, -4.857)
C (-1.879, 1.221, -3.739)
C (-1.412, 2.998, 1.261)
C (-2.145, 2.731, 2.411)
C (-1.931, 3.499, 3.546)
C (-0.985, 4.513, 3.515)
C (-0.263, 4.767, 2.356)
C (-0.467, 4.027, 1.197)
C (0.301, 4.343, -0.054)
C (-3.624, 0.009, 0.956)
C (-2.421, -0.421, 1.743)
C (-4.840, -0.602, 1.244)
H (-8.163, -0.451, 0.468)
H (-7.536, -0.739, 2.091)
H (-7.276, -1.934, 0.829)
H (-6.928, 1.206, -0.689)
H (-5.886, 2.792, -1.909)
H (-4.232, 2.496, -2.421)
H (-4.570, 3.602, -1.088)
H (1.391, 2.123, -3.652)
H (0.664, 3.442, -5.604)
H (-1.674, 3.316, -6.385)
H (-3.294, 1.856, -5.219)
H (-2.585, 0.560, -3.243)
H (-2.893, 1.949, 2.429)
H (-2.502, 3.306, 4.443)
H (-0.815, 5.121, 4.393)
H (0.462, 5.571, 2.344)
H (1.033, 5.126, 0.134)
H (-0.354, 4.700, -0.855)
H (0.843, 3.466, -0.419)
H (-1.524, 0.155, 1.527)
H (-2.183, -1.468, 1.569)
H (-2.617, -0.312, 2.811)
H (-4.856, -1.404, 1.975)

The calculation puts the energy above the lowest of the compared OMol25 structures with the same formula, charge and spin at 28.5 kJ/mol. For the total energy, the calculation gives -90263.12092 eV. Its total charge is +2. The calculation puts the HOMO energy (spin up / spin down) at -10.448 / -12.343 eV. As for the spin multiplicity: 2. The LUMO energy (spin up / spin down) is -4.9 / -5.0 eV. As for the expectation value of S²: 0.76.

=====

[2]
DFT (ωB97M-V with the def2-TZVPD basis set) results for C39H52AsF9InN4P2SbTe as an isolated structure at a distorted geometry.

CARTESIAN COORDINATES (ANGSTROEM)
In (0.045, -0.652, -0.885)
N (1.565, -0.092, -2.677)
C (3.012, 0.177, -2.547)
C (3.876, -1.012, -2.948)
C (3.989, -2.140, -1.926)
C (2.694, -2.887, -1.622)
N (1.886, -2.218, -0.562)
H (1.414, -0.821, -3.367)
H (1.096, 0.730, -3.038)
H (3.215, 0.482, -1.519)
H (3.274, 1.023, -3.185)
H (4.881, -0.642, -3.154)
H (3.506, -1.414, -3.897)
H (4.411, -1.761, -0.989)
H (4.706, -2.866, -2.310)
H (2.942, -3.896, -1.290)
H (2.097, -2.969, -2.532)
H (2.526, -1.798, 0.108)
H (1.383, -2.926, -0.031)
N (1.027, 0.233, 2.012)
P (1.627, 1.086, 0.680)
C (3.320, 1.440, 1.251)
C (4.446, 0.812, 0.728)
C (5.708, 1.129, 1.211)
C (5.846, 2.065, 2.225)
C (4.723, 2.677, 2.766)
C (3.462, 2.379, 2.277)
C (0.892, 2.756, 0.655)
C (0.079, 3.246, 1.672)
C (-0.332, 4.574, 1.657)
C (0.080, 5.421, 0.640)
C (0.874, 4.931, -0.395)
C (1.263, 3.596, -0.398)
P (-0.262, -0.877, 1.943)
C (-1.146, -0.487, 3.485)
C (-2.498, -0.172, 3.530)
C (-3.107, 0.084, 4.751)
C (-2.368, 0.020, 5.922)
C (-1.018, -0.310, 5.880)
C (-0.404, -0.572, 4.667)
C (0.493, -2.485, 2.313)
C (-0.340, -3.605, 2.293)
C (0.175, -4.862, 2.568)
C (1.525, -5.006, 2.868)
C (2.354, -3.892, 2.905)
C (1.844, -2.632, 2.621)
H (1.241, 0.616, 2.929)
H (4.356, 0.062, -0.045)
H (6.580, 0.645, 0.793)
H (6.831, 2.321, 2.592)
H (4.826, 3.395, 3.568)
H (2.597, 2.885, 2.688)
H (-0.207, 2.607, 2.500)
H (-0.941, 4.956, 2.466)
H (-0.192, 6.468, 0.665)
H (1.280, 5.614, -1.134)
H (1.927, 3.227, -1.176)
H (-3.081, -0.132, 2.623)
H (-4.162, 0.322, 4.792)
H (-2.844, 0.211, 6.874)
H (-0.446, -0.383, 6.795)
H (0.640, -0.866, 4.649)
H (-1.400, -3.491, 2.089)
H (-0.474, -5.727, 2.559)
H (1.929, -5.985, 3.088)
H (3.398, -4.001, 3.170)
H (2.492, -1.763, 2.654)
C (-4.463, -0.428, 0.276)
As (-3.070, 0.788, -0.383)
C (-4.228, 1.649, -1.694)
C (-3.131, 2.196, 0.980)
H (-5.355, 0.162, 0.481)
H (-4.179, -0.961, 1.182)
H (-4.694, -1.146, -0.510)
H (-5.028, 2.150, -1.149)
H (-4.655, 0.901, -2.359)
H (-3.709, 2.384, -2.304)
H (-4.158, 2.323, 1.324)
H (-2.791, 3.124, 0.522)
H (-2.493, 1.979, 1.831)
C (-0.041, 4.641, -4.378)
Te (-1.443, 4.777, -2.802)
C (-1.891, 6.821, -3.139)
H (-0.431, 5.203, -5.224)
H (0.064, 3.591, -4.642)
H (0.909, 5.060, -4.052)
H (-0.963, 7.389, -3.189)
H (-2.522, 7.189, -2.335)
H (-2.419, 6.904, -4.089)
F (-0.852, 1.173, -2.629)
Sb (-1.649, 0.044, -4.096)
F (-2.893, -0.624, -2.845)
F (-0.551, -1.393, -3.391)
F (-2.337, -1.047, -5.410)
F (-0.112, 0.614, -5.025)
F (-2.548, 1.640, -4.527)
F (-3.262, -6.935, -0.175)
C (-3.536, -6.182, -1.250)
F (-4.830, -5.872, -1.223)
F (-3.283, -6.897, -2.340)
C (-2.676, -4.933, -1.198)
C (-3.121, -3.816, -0.509)
C (-2.276, -2.728, -0.423)
N (-1.065, -2.715, -0.981)
C (-0.646, -3.788, -1.658)
C (-1.419, -4.926, -1.781)
H (-4.103, -3.800, -0.056)
H (-2.556, -1.838, 0.117)
H (0.328, -3.735, -2.119)
H (-1.052, -5.787, -2.323)

The calculation puts the energy above the lowest of the compared OMol25 structures with the same formula, charge and spin at 123.1 kJ/mol. For the total energy, the calculation gives -170106.70711 eV. Its total charge is +3. The calculation puts the HOMO energy (spin up / spin down) at -15.792 / -15.792 eV. As for the spin multiplicity: 2. The LUMO energy (spin up / spin down) is -9.0 / -10.2 eV. As for the expectation value of S²: 0.75.

=====

Q: Which of these has the highest total charge?
A: C39H52AsF9InN4P2SbTe